1.
The following is a DFT calculation (the ωB97M-V functional and the def2-TZVPD basis) of a cluster of 2 separate species, C15H13NO2 in total.

Values from the calculation:
HOMO-LUMO gap (hartree): 0.174
E_HOMO (eV): -7.30
Total charge: 0

XYZ file:
```
31
Properties=species:S:1:pos:R:3:mulliken_charge:R:1
N -0.042 0.585 2.113 -0.080
C -1.133 -0.229 2.093 0.186
O -2.296 0.125 2.096 -0.687
C -0.704 -1.624 2.067 -0.309
C 0.623 -1.623 2.071 -0.653
C 1.050 -0.227 2.099 0.399
O 2.211 0.132 2.110 -0.671
H -1.358 -2.483 2.051 0.437
H 1.278 -2.482 2.056 0.429
C 1.221 3.870 2.647 -0.604
C 0.828 4.164 4.113 -0.733
C -0.649 4.404 4.057 -0.371
C -1.109 4.283 2.784 -0.795
C -0.067 3.984 1.871 0.938
C -0.175 3.834 0.459 0.999
C -1.417 3.875 -0.212 -0.404
C -1.485 3.768 -1.582 -0.814
C -0.333 3.617 -2.335 -0.281
C 0.898 3.554 -1.703 -0.869
C 0.981 3.652 -0.334 -0.150
H 1.962 4.583 2.265 0.427
H 1.634 2.862 2.527 0.185
H 1.053 3.322 4.782 0.353
H 1.352 5.041 4.518 0.319
H -1.263 4.642 4.911 0.450
H -2.137 4.417 2.504 0.417
H -2.323 3.973 0.359 0.309
H -2.439 3.796 -2.084 0.395
H -0.390 3.547 -3.410 0.403
H 1.792 3.430 -2.295 0.386
H 1.945 3.596 0.142 0.387
```

2.
The following is a DFT calculation (the ωB97M-V functional and the def2-TZVPD basis) of a structure of composition C15H14AuI2N3O5S.

Values from the calculation:
HOMO-LUMO gap (spin up / spin down) (hartree): 0.290 / 0.226
E_HOMO (spin up / spin down) (eV): -8.06 / -8.73
2S+1: 3
Total charge: 0

XYZ file:
```
41
Properties=species:S:1:pos:R:3:mulliken_spin:R:1
Au 0.254 -0.022 -0.212 0.524
I -1.462 6.708 2.728 0.045
C -1.495 5.060 1.481 0.278
C -1.106 5.205 0.150 -0.069
C -1.089 4.104 -0.665 0.206
I -0.438 4.232 -2.612 0.035
C -1.464 2.791 -0.167 0.127
O -1.417 1.780 -0.889 0.301
C -1.893 2.704 1.225 0.078
C -2.309 1.358 1.743 0.013
N -1.149 0.499 1.904 0.044
C -1.420 -0.872 2.260 0.009
C -1.911 -1.683 1.077 -0.005
C -2.910 -2.634 1.206 0.003
C -3.285 -3.384 0.104 -0.004
C -2.651 -3.165 -1.108 0.004
C -1.666 -2.200 -1.169 0.006
N -1.316 -1.478 -0.104 0.076
C -1.897 3.815 2.007 -0.036
H -0.792 6.169 -0.222 0.001
H -2.979 0.893 1.014 0.009
H -2.867 1.482 2.682 0.004
H -0.377 0.919 2.413 -0.005
H -2.148 -0.976 3.076 0.002
H -0.483 -1.319 2.602 -0.003
H -3.386 -2.776 2.167 0.002
H -4.063 -4.131 0.190 0.000
H -2.908 -3.728 -1.993 0.001
H -1.125 -1.991 -2.082 0.000
H -2.201 3.749 3.044 0.001
O 3.969 -0.916 -0.082 0.056
C 2.842 -1.209 -0.277 0.051
N 1.709 -1.572 -0.482 0.143
C 3.695 2.367 1.056 0.001
S 1.937 2.254 1.095 0.012
O 1.578 1.392 2.209 0.001
O 1.394 3.592 1.135 0.014
O 1.608 1.592 -0.231 0.074
H 4.007 2.839 1.985 0.000
H 3.974 2.981 0.203 0.001
H 4.107 1.365 0.963 0.001
```

3.
The following is a DFT calculation (the ωB97M-V functional and the def2-TZVPD basis) of a structure of composition C15H14CeClNO2.

Values from the calculation:
HOMO-LUMO gap (spin up / spin down) (hartree): 0.185 / 0.185
E_HOMO (spin up / spin down) (eV): -2.63 / -2.64
2S+1: 2
Total charge: -1

XYZ file:
```
34
Properties=species:S:1:pos:R:3:mulliken_spin:R:1
C 0.074 -1.368 -1.892 0.009
C -1.254 -1.446 -1.351 0.001
C -1.210 -2.281 -0.186 0.000
C 0.149 -2.705 0.002 0.002
C 0.943 -2.140 -1.051 -0.003
Ce 0.111 -0.147 0.424 1.001
C -0.969 1.734 -1.006 -0.003
C 0.387 1.940 -1.495 -0.002
C 0.781 2.579 -2.660 -0.002
N 1.409 1.289 -0.657 -0.001
H -2.068 -2.569 0.428 0.000
H -2.141 -0.960 -1.762 0.000
H 0.510 -3.360 0.799 0.000
H 2.017 -2.277 -1.198 0.001
H 0.365 -0.831 -2.796 0.000
H -1.741 1.513 -1.748 0.000
H 2.369 1.504 -0.929 0.000
H -1.291 2.317 -0.125 0.000
H 0.003 2.984 -3.307 0.000
H 1.836 2.661 -2.910 0.000
Cl -0.106 1.409 9.059 0.000
C -0.090 1.064 7.382 0.000
C 0.004 -0.268 6.946 0.000
C 0.018 -0.544 5.576 0.000
C -0.081 0.507 4.666 0.001
C -0.177 1.828 5.092 0.000
C -0.172 2.117 6.457 0.000
C -0.054 0.233 3.204 -0.004
O 0.436 -0.861 2.735 0.001
O -0.498 1.129 2.381 -0.001
H 0.068 -1.070 7.676 0.000
H 0.102 -1.564 5.206 0.000
H -0.252 2.621 4.349 0.000
H -0.236 3.144 6.806 0.000
```

Number 1: strongest force on any atom 2.0 eV Å⁻¹. Number 2: strongest force on any atom 0.3 eV Å⁻¹. Number 3: strongest force on any atom 2.6 eV Å⁻¹.